[1]
The following is a DFT calculation (ωB97M-V/def2-TZVPD) of the molecule C4H4O2.

The geometry in ORCA input format:
```
! wB97M-V def2-TZVPD RIJCOSX def2/J DEFGRID3
* xyz 0 1
O -2.26 -0.32 -0.39
C -1.08 0.43 -0.37
C 0.11 -0.48 -0.11
O -0.02 -1.68 -0.20
C 1.39 0.12 0.22
C 2.49 0.53 0.52
H -1.98 -1.23 -0.59
H -1.14 1.22 0.39
H -0.89 0.93 -1.34
H 3.47 0.84 0.78
*
```

Calculated values
HOMO-LUMO gap = 0.390 Eh
SMILES = C#CC(=O)CO
energy above the lowest of the compared OMol25 structures with the same formula, charge and spin = 1.817 eV

[2]
The following is a DFT calculation (ωB97M-V/def2-TZVPD) of a cluster of 2 separate species, C4H4O2 in total in a non-equilibrium geometry.

The geometry in ORCA input format:
```
! wB97M-V def2-TZVPD RIJCOSX def2/J DEFGRID3
* xyz 0 1
C 1.76 0.32 0.47
C 0.99 -0.67 1.12
C 0.68 -0.32 -0.32
C -1.60 0.37 -0.92
O 2.35 1.35 0.55
O 0.77 -1.61 0.13
H 0.33 -0.64 1.94
H -1.28 1.12 -1.72
H -2.15 0.70 -0.01
H -1.85 -0.63 -1.25
*
```

Calculated values
HOMO-LUMO gap (spin up / spin down) = 0.300 / 0.293 Eh
energy above the lowest of the compared OMol25 structures with the same formula, charge and spin = 6.773 eV

[3]
The following is a DFT calculation (ωB97M-V/def2-TZVPD) of the molecule C4H4O2 in a non-equilibrium geometry.

The geometry in ORCA input format:
```
! wB97M-V def2-TZVPD RIJCOSX def2/J DEFGRID3
* xyz 0 1
O 0.66 -1.71 -0.38
C 0.70 -0.38 -0.53
C 1.38 0.69 -0.16
C -1.19 0.06 0.70
O -1.72 1.01 0.17
C -0.65 -0.82 -0.40
H 0.82 1.62 -0.16
H 2.42 0.67 0.10
H -1.02 -0.02 1.79
H -1.38 -1.13 -1.13
*
```

Calculated values
HOMO-LUMO gap = 0.379 Eh
SMILES = C=C1O[C@H]1C=O
energy above the lowest of the compared OMol25 structures with the same formula, charge and spin = 3.133 eV

[4]
The following is a DFT calculation (ωB97M-V/def2-TZVPD) of a structure of composition C4H4O2Rh in a non-equilibrium geometry.

The geometry in ORCA input format:
```
! wB97M-V def2-TZVPD RIJCOSX def2/J DEFGRID3
* xyz 2 6
H -1.37 2.24 0.88
O -1.76 2.43 -0.04
C -1.09 1.66 -0.90
C -0.59 0.49 -0.54
C -0.19 -0.77 -0.42
C 0.91 -1.07 0.48
O 1.32 -2.22 0.65
Rh 2.70 -3.15 1.52
H -0.62 2.21 -1.72
H -0.70 -1.60 -0.91
H 1.39 -0.22 1.00
*
```

Calculated values
HOMO-LUMO gap (spin up / spin down) = 0.204 / 0.252 Eh
energy above the lowest of the compared OMol25 structures with the same formula, charge and spin = 0.000 eV

[5]
The following is a DFT calculation (ωB97M-V/def2-TZVPD) of a structure of composition C4H4O2Tb in a non-equilibrium geometry.

The geometry in ORCA input format:
```
! wB97M-V def2-TZVPD RIJCOSX def2/J DEFGRID3
* xyz 4 8
H -0.89 -1.78 0.19
C 1.25 -1.04 0.14
C -0.16 -1.00 -0.04
C -0.37 0.47 -0.06
H 1.93 -1.84 -0.14
H -0.60 0.95 0.90
H -0.16 1.03 -0.98
O 1.58 0.20 0.20
Tb 3.27 1.65 1.08
O -2.38 0.62 -0.53
C -3.48 0.74 -0.78
*
```

Calculated values
HOMO-LUMO gap (spin up / spin down) = 0.275 / 0.093 Eh
energy above the lowest of the compared OMol25 structures with the same formula, charge and spin = 0.910 eV

[6]
The following is a DFT calculation (ωB97M-V/def2-TZVPD) of a structure of composition C4H4O3 in a non-equilibrium geometry.

The geometry in ORCA input format:
```
! wB97M-V def2-TZVPD RIJCOSX def2/J DEFGRID3
* xyz 0 1
O -1.08 2.23 -2.14
C -0.52 1.70 -1.30
O -1.96 0.02 -0.28
C -1.15 -0.01 0.66
C 0.25 -0.27 0.50
C 1.46 -0.69 -0.17
O 1.38 -0.21 1.22
H -0.68 -1.26 0.92
H -1.37 0.29 1.70
H 2.04 -0.04 -0.83
H 1.63 -1.76 -0.26
*
```

Calculated values
HOMO-LUMO gap = 0.371 Eh
energy above the lowest of the compared OMol25 structures with the same formula, charge and spin = 4.932 eV

[7]
The following is a DFT calculation (ωB97M-V/def2-TZVPD) of a structure of composition C4H4O3 in a non-equilibrium geometry.

The geometry in ORCA input format:
```
! wB97M-V def2-TZVPD RIJCOSX def2/J DEFGRID3
* xyz 0 1
C 0.01 0.12 1.49
C 0.74 0.72 0.55
C -0.63 -0.79 0.61
C 0.12 -0.03 -0.62
O -1.29 -1.84 0.53
O -0.85 0.62 -1.38
O 1.05 -0.76 -1.31
H -0.19 0.23 2.46
H 1.54 1.41 0.61
H -1.36 1.08 -0.76
H 0.86 -0.76 -2.20
*
```

Calculated values
HOMO-LUMO gap = 0.334 Eh
energy above the lowest of the compared OMol25 structures with the same formula, charge and spin = 2.629 eV

[8]
The following is a DFT calculation (ωB97M-V/def2-TZVPD) of the molecule C4H4O3 in a non-equilibrium geometry.

The geometry in ORCA input format:
```
! wB97M-V def2-TZVPD RIJCOSX def2/J DEFGRID3
* xyz 0 1
C 0.38 1.02 -0.10
C 0.30 -1.13 1.03
C -0.74 -1.57 0.03
C -1.21 -0.70 -0.80
H 1.10 -1.72 0.93
H -0.01 -0.92 2.07
H -1.50 -2.47 0.17
H -2.09 -0.96 -1.47
O 0.71 2.10 -0.18
O 0.87 0.07 0.83
O -0.33 0.37 -0.98
*
```

Calculated values
HOMO-LUMO gap = 0.390 Eh
SMILES = O=C1OC=CCO1
energy above the lowest of the compared OMol25 structures with the same formula, charge and spin = 2.741 eV

[9]
The following is a DFT calculation (ωB97M-V/def2-TZVPD) of the molecule C4H4O3 in a non-equilibrium geometry.

The geometry in ORCA input format:
```
! wB97M-V def2-TZVPD RIJCOSX def2/J DEFGRID3
* xyz 0 1
C -1.45 0.31 0.79
C -0.60 0.97 -0.29
C 0.39 -0.06 -0.70
C 1.67 -0.07 -0.20
O -0.38 -0.93 1.03
O -2.54 0.20 1.19
O -0.98 1.96 -0.88
H -0.93 -1.72 0.94
H 0.41 -0.08 -1.80
H 2.51 -0.18 -0.88
H 1.90 -0.41 0.81
*
```

Calculated values
HOMO-LUMO gap = 0.293 Eh
SMILES = C=CC(=O)C(=O)O
energy above the lowest of the compared OMol25 structures with the same formula, charge and spin = 4.266 eV

[10]
The following is a DFT calculation (ωB97M-V/def2-TZVPD) of the molecule C4H4O3 in a non-equilibrium geometry.

The geometry in ORCA input format:
```
! wB97M-V def2-TZVPD RIJCOSX def2/J DEFGRID3
* xyz 0 1
C -1.48 -0.95 0.02
C 0.98 -1.18 0.42
C -0.28 -0.49 0.08
C -0.11 0.94 -0.45
O -2.59 -1.25 -0.14
O 2.16 -0.85 0.22
O -0.03 1.98 0.40
H 0.64 -2.21 0.84
H -1.03 1.08 -1.16
H 0.84 0.89 -1.04
H 0.89 2.03 0.82
*
```

Calculated values
HOMO-LUMO gap = 0.376 Eh
SMILES = O=C=C(C=O)CO
energy above the lowest of the compared OMol25 structures with the same formula, charge and spin = 2.053 eV

[11]
The following is a DFT calculation (ωB97M-V/def2-TZVPD) of the molecule C4H4O3S in a non-equilibrium geometry.

The geometry in ORCA input format:
```
! wB97M-V def2-TZVPD RIJCOSX def2/J DEFGRID3
* xyz 0 1
C -1.22 0.98 -0.12
C -0.31 1.90 -0.14
C -0.92 -0.43 0.37
C 0.15 -1.12 -0.40
O 1.95 -0.45 1.39
O 2.76 -1.35 -0.77
O 0.54 2.68 -0.22
S 1.72 -0.76 0.01
H -2.23 1.24 -0.36
H -1.83 -1.02 0.29
H -0.62 -0.41 1.42
H 0.02 -1.24 -1.47
*
```

Calculated values
HOMO-LUMO gap (spin up / spin down) = 0.304 / 0.304 Eh
SMILES = O=C=CCC=S(=O)=O
energy above the lowest of the compared OMol25 structures with the same formula, charge and spin = 3.643 eV

[12]
The following is a DFT calculation (ωB97M-V/def2-TZVPD) of a structure of composition C4H4O5Tl in a non-equilibrium geometry.

The geometry in ORCA input format:
```
! wB97M-V def2-TZVPD RIJCOSX def2/J DEFGRID3
* xyz -1 1
O -0.45 -0.44 1.06
C 0.15 -0.78 -0.12
C -1.51 0.49 0.84
O 2.03 -0.09 0.09
O -0.53 -0.18 -1.15
C -1.73 0.41 -0.67
H -1.20 1.49 1.17
H -2.38 0.16 1.42
H -1.85 1.39 -1.14
H -2.59 -0.22 -0.93
O 0.46 -2.01 -0.25
O 3.74 1.36 0.18
C 3.01 0.66 -0.53
Tl 2.85 -2.23 0.03
*
```

Calculated values
HOMO-LUMO gap (spin up / spin down) = 0.166 / 0.166 Eh
energy above the lowest of the compared OMol25 structures with the same formula, charge and spin = 3.268 eV

Question: energy above the lowest of the compared OMol25 structures with the same formula, charge and spin of number 7 (C4H4O3)?
Answer: 2.629 eV

Question: Which value of energy above the lowest of the compared OMol25 structures with the same formula, charge and spin does entry 4 give?
Answer: 0.000 eV

Please write out number 7 again, unchanged.
The following is a DFT calculation (ωB97M-V/def2-TZVPD) of a structure of composition C4H4O3 in a non-equilibrium geometry.

The geometry in ORCA input format:
```
! wB97M-V def2-TZVPD RIJCOSX def2/J DEFGRID3
* xyz 0 1
C 0.01 0.12 1.49
C 0.74 0.72 0.55
C -0.63 -0.79 0.61
C 0.12 -0.03 -0.62
O -1.29 -1.84 0.53
O -0.85 0.62 -1.38
O 1.05 -0.76 -1.31
H -0.19 0.23 2.46
H 1.54 1.41 0.61
H -1.36 1.08 -0.76
H 0.86 -0.76 -2.20
*
```

Calculated values
HOMO-LUMO gap = 0.334 Eh
energy above the lowest of the compared OMol25 structures with the same formula, charge and spin = 2.629 eV